Arrangement w

The following is a DFT calculation (ωB97M-V/def2-TZVPD) of C3H6O2S in the gas phase.

E_LUMO   -0.74 eV
SMILES string   O=COCCS
Gap between HOMO and LUMO   8.66 eV
M   106.15 g/mol

Geometry as ORCA input:
```
! RIJCOSX wB97M-V def2-TZVPD def2/J DEFGRID3
* xyz 0 1
C -1.21946 -0.80421 0.43768
C 0.29377 -0.56575 0.63470
C 2.29685 -0.05261 -0.49304
H -2.71558 0.94844 0.97799
H -1.08738 -1.59919 -0.53443
H -1.77103 -1.26102 1.29909
H 0.76414 -1.36487 1.43490
H 0.35770 0.46394 0.92824
H 2.81472 -0.48866 -1.38411
O 1.07231 -0.89946 -0.51831
O 2.45352 1.23698 0.42420
S -2.17476 0.57104 -0.34030
*
```

Arrangement x

The following is a DFT calculation (ωB97M-V/def2-TZVPD) of C3H6O2S in the gas phase.

E_LUMO   0.76 eV
SMILES string   COC(=O)SC
Gap between HOMO and LUMO   10.10 eV
M   106.15 g/mol

Geometry as ORCA input:
```
! RIJCOSX wB97M-V def2-TZVPD def2/J DEFGRID3
* xyz 0 1
C 0.55178 -1.68242 1.75155
C -0.01280 -0.29368 -0.01556
C -0.50558 1.89501 -1.73786
H 1.39038 -2.27670 2.05604
H 0.33330 -0.97626 2.59224
H -0.30690 -2.28450 1.40174
H -0.20654 2.91098 -1.46877
H -0.44183 1.86665 -2.84468
H -1.40749 1.50710 -1.28926
O 0.99527 -0.93469 0.63138
O -1.18523 -0.46831 0.18826
S 0.79564 0.73683 -1.26509
*
```

The most stable arrangement is arrangement x, and the next structure is 5.283 eV less stable.

Arrangement w

The following is a DFT calculation (ωB97M-V/def2-TZVPD) of C3H6O2S in the gas phase.

E_LUMO   0.46 eV
SMILES string   O=C(O)CCS
Gap between HOMO and LUMO   9.85 eV
M   106.15 g/mol

Geometry as ORCA input:
```
! RIJCOSX wB97M-V def2-TZVPD def2/J DEFGRID3
* xyz 0 1
O -1.86450 -0.70818 1.77145
C -0.96105 -0.17818 1.23075
O -0.19827 0.79765 1.88754
C -0.39929 -0.53349 -0.13408
C 1.05771 0.01175 -0.42046
S 1.36687 0.10287 -2.25293
H -0.57412 1.66080 1.72069
H -0.99111 0.09053 -0.81765
H -0.30812 -1.59159 -0.35512
H 1.15973 1.07106 -0.23561
H 1.63540 -0.61911 0.24754
H 0.07674 -0.10409 -2.64212
*
```

Arrangement x

The following is a DFT calculation (ωB97M-V/def2-TZVPD) of 2 unconnected molecules or ions with the total composition C3H6O2S.

E_LUMO   0.42 eV
SMILES string   O=C1CCS1.O
Gap between HOMO and LUMO   10.18 eV
M   106.15 g/mol

Geometry as ORCA input:
```
! RIJCOSX wB97M-V def2-TZVPD def2/J DEFGRID3
* xyz 0 1
C 0.89299 0.10500 0.33000
C 2.05297 -0.56296 -0.39644
C -0.12884 -0.19618 -0.77283
O -3.19191 1.04689 1.22146
O -1.23661 0.07205 -1.04019
S 0.96735 -1.09918 -1.89953
H 0.44554 -0.31230 1.30478
H 0.99647 1.10519 0.35547
H 2.83014 0.07010 -0.93279
H 2.25770 -1.47311 0.11411
H -2.21527 0.90801 0.98936
H -3.67052 0.33650 0.72659
*
```

Arrangement y

The following is a DFT calculation (ωB97M-V/def2-TZVPD) of 2 unconnected molecules or ions with the total composition C3H6O2S.

E_LUMO (alpha / beta)   0.00 / -0.04 eV
Gap between HOMO and LUMO (alpha / beta)   8.00 / 7.78 eV
M   106.15 g/mol

Geometry as ORCA input:
```
! RIJCOSX wB97M-V def2-TZVPD def2/J DEFGRID3
* xyz 0 1
C 1.88037 -0.29145 0.04495
C -0.32601 -0.49492 -0.79077
C -0.78090 0.80663 -0.37019
O 3.05698 -0.18471 -0.19575
O -1.07841 0.86682 1.02910
S -0.98604 -1.88588 -0.01825
H 1.42431 -0.21828 1.10091
H -0.29127 -0.58195 -1.91734
H -1.63634 1.17052 -0.81411
H 0.03777 1.55797 -0.78755
H -0.17522 0.77966 1.37979
H -1.12524 -1.52442 1.33921
*
```

The most stable arrangement is arrangement w, and the next structure is 0.375 eV less stable.

Arrangement w

The following is a DFT calculation (ωB97M-V/def2-TZVPD) of a molecular structure, C12H5Cl2F5GaNO4S6.

E_LUMO   4.23 eV
Gap between HOMO and LUMO   6.11 eV
M   655.20 g/mol

Geometry as ORCA input:
```
! RIJCOSX wB97M-V def2-TZVPD def2/J DEFGRID3
* xyz -2 1
Ga 0.44651 1.14786 0.93779
O -0.94506 3.02644 7.38839
C -0.67488 2.69913 6.25389
S -0.45897 1.03314 5.72839
C -0.09052 1.37277 4.04220
C -0.08329 2.66109 3.65748
S 0.26732 3.26233 2.06832
S -0.45243 3.83371 4.92354
S 0.23772 0.00170 3.02788
F 0.36122 -0.31436 -8.79626
C 0.42908 -0.42045 -7.45142
C 0.28769 0.69687 -6.64655
F 0.07440 1.89435 -7.22648
C 0.36059 0.58471 -5.27435
F 0.19917 1.69909 -4.55208
C 0.57012 -0.64335 -4.61490
S 0.63138 -0.79471 -2.91581
C 0.70332 -1.75224 -5.47541
F 0.89946 -2.97448 -4.96043
C 0.63396 -1.64863 -6.84836
F 0.77077 -2.74256 -7.62680
Cl 0.77872 -1.84222 0.45682
C 1.91535 -2.51509 1.64168
Cl 3.58408 -2.46821 1.05630
H 1.64537 -3.54975 1.81695
H 1.85603 -1.91181 2.54032
O 3.40095 1.23074 -2.16066
S 2.55160 0.48214 -1.23692
N 1.92448 1.36584 -0.18898
C -1.82848 2.54509 -2.02821
O -0.90887 2.14410 -1.01472
C -1.28168 1.14618 -0.16472
O -2.37541 0.64385 -0.21885
H -1.24495 3.06747 -2.78104
H -2.59358 3.19866 -1.60237
H -2.30577 1.67007 -2.46831
*
```

Arrangement x

The following is a DFT calculation (ωB97M-V/def2-TZVPD) of a molecular structure, C12H5Cl2F5GaNO4S6.

E_LUMO   3.93 eV
Gap between HOMO and LUMO   5.58 eV
M   655.20 g/mol

Geometry as ORCA input:
```
! RIJCOSX wB97M-V def2-TZVPD def2/J DEFGRID3
* xyz -2 1
Ga 1.17670 -1.45345 0.51145
O -0.90867 -7.61165 -0.59051
C -0.54241 -6.45911 -0.52679
S 1.13899 -5.95276 -0.69125
C 0.86632 -4.23248 -0.49559
C -0.39935 -3.82868 -0.29021
S -0.93074 -2.16545 -0.10170
S -1.61724 -5.09165 -0.25053
S 2.25614 -3.16157 -0.58558
F -6.39698 4.41488 0.17478
C -5.24084 3.73877 -0.01911
C -4.85960 2.72060 0.83588
F -5.65846 2.40336 1.87607
C -3.67708 2.03731 0.62880
F -3.39053 1.06606 1.50784
C -2.79286 2.31046 -0.43078
S -1.31807 1.44626 -0.67247
C -3.22857 3.35171 -1.26707
F -2.48277 3.72949 -2.32276
C -4.40684 4.04766 -1.07676
F -4.75845 5.04177 -1.92250
Cl 4.48966 -0.98513 1.13732
C 5.90119 -1.27204 0.14699
Cl 6.68815 0.23059 -0.41690
H 5.60089 -1.82855 -0.73327
H 6.63591 -1.81640 0.72761
O 1.07417 -0.60028 4.71023
S 0.75393 -0.61283 3.28420
N 1.40153 -1.65078 2.44439
C 2.24151 2.16056 -1.36929
O 1.93611 0.78506 -1.12407
C 1.67902 0.47590 0.17303
O 1.82829 1.28385 1.05735
H 2.59427 2.20703 -2.39769
H 3.01033 2.51502 -0.68291
H 1.33633 2.75648 -1.24815
*
```

The most stable arrangement is arrangement x, and the next structure is 0.404 eV less stable.

Arrangement w

The following is a DFT calculation (ωB97M-V/def2-TZVPD) of a gas-phase ion, C3H8NO3 (charge +1).

E_LUMO   -3.57 eV
Gap between HOMO and LUMO   9.57 eV
M   106.10 g/mol

Geometry as ORCA input:
```
! RIJCOSX wB97M-V def2-TZVPD def2/J DEFGRID3
* xyz 1 1
C -0.63616 -0.57973 0.39941
C 0.82934 -0.21755 0.25313
C 0.93920 1.26998 -1.54308
N -1.34915 -0.13207 1.54089
O 0.94022 1.10327 -0.34215
O 1.20966 0.37902 -2.39814
O 0.73743 2.46481 -1.94031
H -0.99109 -0.19651 -0.53693
H -0.70173 -1.68105 0.19445
H 1.36921 -0.31430 1.18610
H 1.22204 -0.85194 -0.48707
H -2.33089 -0.47450 1.31933
H -0.98901 -0.36621 2.38161
H 1.12166 0.61815 -3.37446
H 0.55283 3.21780 -1.30645
*
```

Arrangement x

The following is a DFT calculation (ωB97M-V/def2-TZVPD) of 2 unconnected molecules or ions with the total composition C3H8NO3.

E_LUMO   -3.18 eV
Gap between HOMO and LUMO   12.51 eV
M   106.10 g/mol

Geometry as ORCA input:
```
! RIJCOSX wB97M-V def2-TZVPD def2/J DEFGRID3
* xyz 1 1
C 3.08875 -0.66437 0.00546
C -2.69686 -0.38243 -0.39730
C -1.30458 0.02945 -0.07314
N -1.05202 1.13276 0.55460
O 3.99714 0.20316 -0.28947
O -0.38288 -0.80964 -0.39915
O 2.00897 -0.33426 0.50706
H 3.28633 -1.80577 -0.12233
H -3.26452 0.07187 0.47512
H -2.97292 0.32602 -1.15822
H -2.74562 -1.37970 -0.66934
H 3.60085 0.98532 -0.03606
H -1.95081 1.58712 0.78230
H -0.15744 1.68662 0.71829
H 0.54561 -0.64616 0.10216
*
```

The most stable arrangement is arrangement x, and the next structure is 1.511 eV less stable.

Arrangement w

The following is a DFT calculation (ωB97M-V/def2-TZVPD) of C3H3ClS in the gas phase.

E_LUMO   -0.80 eV
SMILES string   S=C/C=C\Cl
Gap between HOMO and LUMO   8.03 eV
M   106.58 g/mol

Geometry as ORCA input:
```
! RIJCOSX wB97M-V def2-TZVPD def2/J DEFGRID3
* xyz 0 1
C -1.34084 0.94077 0.05978
C -0.04638 0.97018 -0.09858
C 0.84604 -0.20431 0.13521
H -1.64976 1.86373 0.12685
H 0.46422 2.01401 0.05115
H 0.25512 -1.10869 0.33023
S 2.43263 -0.21347 -0.03284
Cl -2.04380 -0.56432 -0.03301
*
```

Arrangement x

The following is a DFT calculation (ωB97M-V/def2-TZVPD) of C3H3ClS in the gas phase.

E_LUMO   -1.35 eV
SMILES string   C=C(Cl)C=S
Gap between HOMO and LUMO   7.79 eV
M   106.58 g/mol

Geometry as ORCA input:
```
! RIJCOSX wB97M-V def2-TZVPD def2/J DEFGRID3
* xyz 0 1
C -1.10746 -0.58662 0.00271
C 0.77240 0.98304 -0.05095
C 0.20661 -0.32153 -0.10478
S 2.30120 1.52132 -0.24934
Cl 1.51031 -1.75004 0.07917
H -1.67490 -1.55669 0.14966
H -1.92046 0.13984 -0.03742
H -0.08770 1.57069 0.21095
*
```

The most stable arrangement is arrangement x, and the next structure is 0.226 eV less stable.

Arrangement w

The following is a DFT calculation (ωB97M-V/def2-TZVPD) of CH3O3PS in the gas phase.

E_LUMO   -0.64 eV
Gap between HOMO and LUMO   8.90 eV
M   126.07 g/mol

Geometry as ORCA input:
```
! RIJCOSX wB97M-V def2-TZVPD def2/J DEFGRID3
* xyz 0 1
C 1.58372 -0.05849 0.22478
O -3.13985 0.13381 -0.09810
O -0.82829 -0.86623 -0.12716
O -0.42662 1.54733 -0.70536
P -2.54020 -1.14919 -0.32874
S -0.16765 0.60559 0.37147
H 1.67669 0.23623 -0.74560
H 2.14723 0.61170 0.89699
H 1.69496 -1.06075 0.51173
*
```

Arrangement x

The following is a DFT calculation (ωB97M-V/def2-TZVPD) of CH3O3PS in the gas phase.

E_LUMO   -0.63 eV
SMILES string   O=P(=S)OCO
Gap between HOMO and LUMO   9.85 eV
M   126.07 g/mol

Geometry as ORCA input:
```
! RIJCOSX wB97M-V def2-TZVPD def2/J DEFGRID3
* xyz 0 1
C 0.64619 0.15866 0.72183
O 0.89149 1.05893 1.81212
O -0.73521 0.00911 0.19141
O -2.68305 -0.48508 -1.43644
P -1.27634 -0.71553 -1.28338
S 0.17868 -1.46645 -2.33235
H 1.21729 0.41735 -0.07951
H 0.94160 -0.84922 1.08366
H 0.81935 1.87223 1.32264
*
```

The most stable arrangement is arrangement x, and the next structure is 0.574 eV less stable.